Entry 1:
C5H8 as an isolated structure, computed with wB97M-V/def2-TZVPD.

Structure (XYZ):
```
13
Properties=species:S:1:pos:R:3:forces:R:3
C -0.23700 1.34822 -0.89231 -0.160 0.059 0.900
C -0.65611 -0.07256 -0.69417 -0.243 -0.295 0.037
C 0.50241 -1.05688 -0.53871 0.113 -0.148 -0.089
C 0.74453 -0.47263 0.88033 0.127 0.054 0.098
C -0.41017 0.51938 0.65157 -0.637 -0.594 0.278
H 0.30592 1.60859 0.15091 0.503 0.423 -0.984
H -1.14866 1.96314 -0.94609 0.258 -0.023 0.218
H -1.66349 -0.37539 -0.95946 0.180 0.128 -0.302
H 1.31499 -0.90500 -1.25249 -0.130 -0.030 0.064
H 0.19775 -2.10631 -0.54050 0.087 0.116 0.064
H 0.46619 -1.17852 1.67052 0.062 0.160 -0.149
H 1.74491 -0.08445 1.09930 -0.181 0.074 -0.053
H -1.16126 0.81241 1.37110 0.023 0.075 -0.083
```
Positions in Å, forces in eV/Å.

## Properties
* charge: 0
* lowest unoccupied orbital energy: 1.2 eV
* molar mass: 68.1 g/mol
* highest occupied orbital energy: -8.12 eV
* energy above the lowest of the compared OMol25 structures with the same formula, charge and spin: 3.878 eV

Entry 2:
C46H31F5MnN5O4P2S2Se2 as an isolated structure, computed with wB97M-V/def2-TZVPD.

Structure (XYZ):
```
98
Properties=species:S:1:pos:R:3:forces:R:3
Mn 2.19337 0.04196 -1.76753 -0.079 -0.055 0.206
Se -4.85625 -2.34425 -0.19020 0.020 0.009 0.055
P -3.58498 -0.74453 0.32909 -0.106 -0.025 -0.013
C -3.34021 -0.68682 2.12285 0.006 0.038 0.030
C -2.30282 -1.43283 2.67478 0.016 0.031 0.017
C -2.12075 -1.46788 4.04963 -0.013 -0.002 -0.036
C -2.99463 -0.78059 4.87976 -0.018 0.013 0.002
C -4.05115 -0.06285 4.33285 0.010 0.016 0.012
C -4.22194 -0.00998 2.95889 0.017 -0.007 0.016
C -4.28120 0.84161 -0.22307 -0.004 0.026 0.031
C -3.52706 1.75463 -0.94854 -0.007 -0.007 -0.012
C -4.11017 2.91480 -1.44128 -0.015 -0.016 0.009
C -5.44736 3.17550 -1.19695 -0.012 -0.009 0.004
C -6.21029 2.26448 -0.47397 0.001 0.015 -0.013
C -5.63696 1.09613 -0.00463 0.033 -0.009 -0.012
C -1.92506 -0.83801 -0.35270 -0.055 -0.150 -0.090
C -0.71476 -0.15970 -0.20939 0.152 0.006 0.075
N 0.16162 -0.78177 -1.03173 -0.081 0.043 -0.192
N -0.46573 -1.76252 -1.65468 0.114 0.004 0.119
N -1.71523 -1.81666 -1.26682 0.094 0.192 0.194
P 0.02064 1.19076 0.73001 0.225 0.135 -0.007
Se 1.35107 2.32557 -0.52867 -0.218 -0.059 0.114
C -1.20798 2.30891 1.47183 -0.012 0.065 -0.024
C -1.56622 3.47380 0.79551 -0.025 -0.013 0.003
C -2.45072 4.37381 1.36571 0.030 0.003 -0.038
C -2.96891 4.13174 2.62913 -0.005 -0.006 0.017
C -2.59619 2.98970 3.32037 0.024 -0.035 -0.018
C -1.72071 2.07860 2.74682 0.000 -0.021 0.006
C 0.83251 0.42986 2.14887 0.011 -0.047 -0.040
C 1.34188 1.26547 3.13947 0.047 -0.002 0.034
C 1.99992 0.72332 4.22921 -0.010 0.008 -0.019
C 2.16547 -0.65232 4.32477 -0.033 -0.021 -0.008
C 1.67849 -1.48416 3.32790 -0.047 0.032 0.015
C 1.01130 -0.94550 2.23640 0.036 -0.004 0.090
H -1.62774 -1.97922 2.02881 -0.015 0.001 0.004
H -1.29127 -2.02628 4.46364 0.002 0.005 0.013
H -2.85487 -0.80479 5.95304 0.002 -0.005 0.004
H -4.73690 0.47073 4.97923 -0.002 -0.003 0.003
H -5.03161 0.57365 2.54105 -0.002 0.009 -0.004
H -2.48410 1.55308 -1.15282 -0.003 0.005 0.015
H -3.51348 3.61060 -2.01794 0.003 0.006 -0.002
H -5.90300 4.07875 -1.58231 -0.005 0.002 0.000
H -7.26183 2.45308 -0.29991 -0.001 0.007 0.000
H -6.24459 0.35204 0.49536 -0.002 -0.006 0.003
H -1.13701 3.67678 -0.17661 0.034 -0.004 -0.028
H -2.72813 5.26916 0.82445 0.001 -0.003 -0.004
H -3.65319 4.84010 3.07935 0.000 -0.002 0.003
H -2.98249 2.79851 4.31232 -0.016 -0.001 0.018
H -1.42292 1.20225 3.30880 -0.045 -0.025 -0.043
H 1.23436 2.34024 3.05156 0.013 -0.007 -0.012
H 2.40443 1.37648 4.99125 0.004 -0.005 0.006
H 2.70325 -1.07534 5.16408 -0.001 -0.004 0.002
H 1.84487 -2.55265 3.37755 0.011 -0.008 0.009
H 0.67169 -1.59633 1.44259 -0.007 0.010 -0.041
O 4.12227 0.52654 1.31595 0.054 0.240 0.013
C 3.80188 -0.56619 0.87316 -0.204 -0.222 -0.117
O 3.01600 -0.79903 -0.11817 0.150 -0.087 0.076
C 4.31154 -1.81346 1.57344 0.057 -0.044 -0.056
C 4.01996 -3.07876 1.08498 0.014 0.010 0.038
C 4.44899 -4.23670 1.74450 -0.031 0.021 -0.020
C 5.17238 -4.05407 2.89527 0.008 -0.031 0.003
O 5.67328 -5.00774 3.75568 -0.007 0.003 0.012
C 6.54276 -4.28257 4.61767 -0.017 0.010 0.007
O 6.15707 -2.91707 4.57426 0.000 -0.015 0.024
C 5.46651 -2.79296 3.38285 0.009 0.031 -0.004
C 5.05512 -1.65248 2.74926 0.039 0.000 -0.024
H 3.44346 -3.14977 0.17390 -0.010 -0.010 -0.029
H 4.22376 -5.22551 1.36941 -0.001 -0.002 0.000
H 7.57514 -4.38305 4.25857 -0.003 0.005 -0.015
H 6.43745 -4.65703 5.63406 0.015 -0.003 -0.004
H 5.26651 -0.65698 3.11350 -0.003 0.006 0.011
N -3.62357 -1.82006 -3.47531 -0.119 -0.134 -0.100
C -3.07605 -1.47176 -4.63325 -0.116 0.121 -0.001
S -3.74141 -1.72196 -6.12660 0.036 0.009 0.014
C -1.77585 -0.76826 -4.44934 0.060 -0.071 -0.050
C -0.58985 -1.33375 -4.87918 0.032 0.015 -0.008
C 0.60184 -0.77239 -4.45113 -0.023 -0.010 0.055
N 0.66565 0.32086 -3.68703 -0.069 0.026 -0.116
C -0.48733 0.93787 -3.40175 0.108 0.045 0.065
C -1.72208 0.42381 -3.73520 -0.057 -0.015 -0.025
H -4.50053 -2.31697 -3.48080 -0.015 0.025 -0.021
H -3.08219 -1.83224 -2.60582 -0.019 -0.061 -0.128
H -0.59028 -2.24256 -5.46448 -0.011 -0.004 0.011
H 1.54561 -1.25910 -4.66297 0.039 0.013 -0.016
H -0.39921 1.84736 -2.81613 -0.008 -0.033 0.003
H -2.63139 0.91440 -3.41038 0.025 -0.019 -0.055
F 3.45033 2.87423 -7.91000 0.000 -0.004 0.016
C 3.55083 2.04317 -6.86389 0.007 -0.014 -0.041
C 3.35807 2.50790 -5.57708 -0.009 0.000 0.053
F 3.07011 3.80007 -5.37438 -0.009 0.000 -0.004
C 3.46887 1.63804 -4.50972 0.048 0.048 0.057
F 3.28111 2.15356 -3.27916 -0.034 -0.054 -0.080
C 3.76918 0.28527 -4.65469 -0.003 -0.032 -0.074
S 3.90652 -0.81876 -3.30780 0.023 0.081 0.046
C 3.95809 -0.14115 -5.97031 -0.010 -0.004 0.007
F 4.24151 -1.42589 -6.22244 -0.007 0.016 -0.002
C 3.85369 0.70794 -7.05644 -0.011 0.021 -0.005
F 4.03977 0.24610 -8.30022 0.005 0.001 0.009
```
Positions in Å, forces in eV/Å.

## Properties
* charge: -1
* lowest unoccupied orbital energy (spin up / spin down): 1.8 / 1.8 eV
* molar mass: 1151.7 g/mol
* highest occupied orbital energy (spin up / spin down): -5.38 / -5.54 eV
* energy above the lowest of the compared OMol25 structures with the same formula, charge and spin: 0.000 eV
* 2S+1: 6
* ⟨S²⟩: 8.755

Entry 3:
A 4-piece molecular cluster, C31H60BrClN5O7S2 overall, computed with wB97M-V/def2-TZVPD.

Structure (XYZ):
```
107
Properties=species:S:1:pos:R:3:forces:R:3
C 1.91292 -4.81878 1.67150 -0.587 -0.207 -0.184
C 0.96827 -4.26862 2.75746 1.037 -0.118 0.119
O 0.09510 -3.24872 2.30596 -0.539 0.139 0.223
C -1.01530 -3.73031 1.60762 0.434 -0.735 0.027
C -1.24577 -3.01829 0.22609 1.356 -0.569 1.340
C -2.21239 -4.01237 -0.47938 -0.371 0.774 -0.771
Br -1.28571 -5.61938 -1.11998 0.028 0.258 0.237
C -3.13225 -3.48630 -1.60852 -1.093 -0.638 0.392
C -4.63437 -3.61867 -1.21120 0.346 -0.077 -0.614
O 0.05489 -2.90814 -0.30178 -0.479 0.596 0.127
C 0.36410 -1.93414 -1.28851 0.609 -1.161 -1.716
C 1.89049 -2.17088 -1.46763 0.160 -0.006 0.433
C -0.24877 -2.38893 -2.65501 -0.481 0.498 -0.018
C 0.01521 -0.45126 -0.93974 1.329 -0.015 0.156
C 0.04378 0.48410 -2.18207 -0.065 -0.078 -0.481
C 1.41200 0.80291 -2.82758 0.291 0.158 -1.163
C 1.70666 0.02740 -4.15083 0.821 0.158 1.341
C 2.76807 0.73264 -4.98862 -0.467 0.257 -0.861
O 2.52686 1.02436 -6.12514 0.058 0.183 0.071
O 3.97539 1.08424 -4.45899 -0.511 -0.640 0.334
C 4.57941 0.10761 -3.61021 0.707 -0.570 0.117
C 4.88825 -1.23513 -4.30275 0.025 0.045 0.864
C 1.01828 0.19926 0.05370 -0.093 0.958 0.381
Cl 0.94867 -0.51805 1.69499 -0.157 -0.124 -0.330
C 0.86686 1.73794 0.17824 0.800 -0.557 1.493
C 1.83245 2.24854 1.28458 -0.225 0.897 -0.832
N -1.36810 -0.41014 -0.24450 -0.459 -0.063 -1.189
S -2.73696 0.22673 -1.24336 -0.497 0.650 0.111
C -1.87694 -1.63341 0.49892 -1.366 -0.907 1.393
N -1.97316 -1.26660 1.95052 -0.238 -0.177 -1.304
C -3.05198 -0.79647 2.27140 0.133 0.937 0.846
S -4.31007 -0.01870 2.76898 0.251 -0.351 -0.221
H 2.03307 -5.89543 1.81776 0.313 0.135 0.046
H 2.88279 -4.32076 1.66579 -0.055 -0.052 0.067
H 1.47212 -4.70588 0.67636 -0.023 0.054 0.121
H 1.58764 -3.81208 3.53389 -0.231 0.071 0.010
H 0.44271 -5.09817 3.24479 -0.308 0.186 -0.154
H -0.83401 -4.79584 1.41906 -0.161 0.165 -0.436
H -1.94009 -3.72107 2.20159 0.109 0.391 -0.010
H -2.87558 -4.38570 0.30268 0.165 -0.026 0.019
H -2.97881 -2.44674 -1.89169 0.399 -0.124 0.050
H -3.00132 -4.11156 -2.48972 0.262 0.253 -0.057
H -5.19880 -3.83294 -2.12269 -0.128 0.225 0.137
H -5.02735 -2.70086 -0.76864 -0.020 -0.169 0.166
H -4.81304 -4.46508 -0.54627 0.038 0.170 0.110
H 2.07594 -2.88660 -2.26937 -0.164 0.025 0.049
H 2.46318 -1.27464 -1.69299 -0.087 -0.048 -0.051
H 2.29738 -2.62822 -0.56204 -0.088 0.301 0.066
H -1.15938 -1.85106 -2.93430 -0.020 -0.222 0.067
H -0.47991 -3.45371 -2.64519 0.113 0.063 0.233
H 0.45042 -2.23520 -3.47505 -0.051 0.153 0.085
H -0.57200 0.09632 -2.99633 0.034 -0.155 0.205
H -0.41023 1.44759 -1.94880 0.031 -0.196 0.373
H 2.29744 0.71021 -2.20385 -0.311 0.103 0.340
H 1.38508 1.85295 -3.13893 -0.111 -0.009 0.329
H 0.79897 -0.05945 -4.74156 0.201 -0.119 -0.210
H 2.12197 -0.95050 -3.88475 -0.346 -0.119 -0.243
H 5.53108 0.53838 -3.29704 -0.182 0.182 -0.015
H 4.02371 -0.08732 -2.68627 -0.260 0.275 -0.213
H 4.15927 -1.52759 -5.05912 0.180 0.192 -0.159
H 5.91318 -1.23454 -4.66962 -0.240 -0.027 -0.468
H 4.85316 -2.00991 -3.52661 0.025 0.026 -0.125
H 2.04703 0.03911 -0.25437 -0.213 -0.277 -0.238
H 1.15937 2.27305 -0.71884 -0.405 -0.209 -0.177
H -0.14350 2.02284 0.50025 -0.029 0.078 -0.412
H 2.04960 3.29058 1.02630 -0.013 -0.084 0.138
H 2.78681 1.71792 1.26146 -0.143 -0.143 0.239
H 1.37691 2.26441 2.27114 0.201 -0.356 0.053
H -1.30342 0.34202 0.45646 0.185 -0.208 0.103
H -2.56671 -0.39830 -2.42607 0.363 -0.140 0.402
H -2.93091 -1.75169 0.24825 0.246 0.195 -0.700
C -6.26996 -2.67086 4.26797 -0.041 -0.104 0.002
C -6.84240 -3.56414 3.19432 0.001 -0.100 -0.172
O -6.23251 -3.79097 2.15618 0.102 0.069 -0.003
N -8.06172 -4.11284 3.41316 0.203 0.185 0.109
C -8.92123 -3.95647 4.57394 -0.097 -0.249 -0.357
H -5.30131 -2.31824 3.93586 0.007 -0.065 -0.026
H -6.91837 -1.80950 4.43435 0.004 -0.030 0.137
H -6.14304 -3.22390 5.19939 -0.089 0.094 0.060
H -8.38238 -4.69677 2.65677 -0.028 -0.015 0.013
H -9.10611 -4.93376 5.02150 -0.043 0.075 0.131
H -9.87513 -3.52848 4.26301 -0.024 0.039 0.149
H -8.46911 -3.30856 5.31641 0.047 0.009 -0.028
C -1.08103 5.75930 0.55215 0.012 -0.097 -0.003
C 0.21235 5.61014 -0.21194 0.254 0.047 -0.103
O 0.61368 4.51373 -0.60272 -0.210 -0.054 -0.007
N 0.92531 6.72278 -0.45518 -0.426 -0.101 -0.094
C 0.61921 8.08784 -0.07355 0.418 -0.077 -0.148
H -1.53825 4.78068 0.67004 0.066 -0.028 -0.046
H -0.89131 6.17711 1.54114 -0.080 0.089 -0.025
H -1.77218 6.40357 0.00830 -0.015 0.069 0.106
H 1.77931 6.55154 -0.96229 0.124 0.047 0.177
H 0.55121 8.70647 -0.96948 -0.082 0.095 0.079
H 1.42460 8.46876 0.55574 -0.078 0.068 0.050
H -0.31688 8.14876 0.47022 -0.013 -0.050 -0.006
C 5.21637 4.95473 0.18728 -0.052 0.018 -0.032
C 4.64261 5.82283 1.28164 -0.103 0.114 0.100
O 3.57394 6.40387 1.15552 -0.031 -0.018 -0.127
N 5.35843 5.94099 2.42768 0.031 -0.166 -0.233
C 6.63553 5.33167 2.75566 -0.244 0.279 0.274
H 4.53545 4.95787 -0.65894 -0.059 0.052 0.056
H 6.18183 5.34216 -0.13966 0.049 -0.117 0.019
H 5.33298 3.92841 0.53824 0.123 0.006 -0.031
H 4.92124 6.53318 3.11611 0.024 0.009 0.017
H 6.52173 4.70724 3.64302 0.137 -0.072 -0.038
H 7.36533 6.11340 2.97007 0.117 -0.108 -0.024
H 7.00331 4.72062 1.93909 -0.038 0.013 -0.034
```
Positions in Å, forces in eV/Å.

## Properties
* charge: +1
* lowest unoccupied orbital energy: -3.2 eV
* molar mass: 794.3 g/mol
* highest occupied orbital energy: -11.11 eV

Entry 4:
An isolated ion of composition C7H7ClO2PS and charge +1, computed with wB97M-V/def2-TZVPD.

Structure (XYZ):
```
19
Properties=species:S:1:pos:R:3:forces:R:3
C 0.83381 2.58794 0.00019 -1.111 1.603 2.576
C 0.10303 2.13274 1.09985 -1.644 0.299 2.185
C 1.23672 1.78408 -0.98795 -1.323 -5.959 0.060
C -0.29623 0.80679 1.24349 3.620 3.388 -3.459
C 0.87722 0.39482 -0.87617 0.908 1.074 -0.643
C 0.23210 -0.08297 0.32304 -0.542 -1.833 -0.694
C 1.11687 -0.51307 -1.88630 0.795 -1.179 -1.213
O 0.11339 -1.39724 0.51421 -0.265 0.037 -0.793
O -2.03626 -2.16397 -0.84878 0.485 -0.165 0.360
P -1.19265 -2.53476 0.28430 0.707 1.248 0.736
S -2.03616 -2.40561 2.17418 -1.396 0.897 -1.792
Cl -0.08275 -4.15686 0.21021 -0.065 -0.035 -0.073
H 1.05155 3.60114 -0.15868 0.097 1.530 0.434
H -0.29402 2.76981 1.93617 0.788 -0.095 -1.356
H 1.67564 2.08165 -1.85242 1.384 1.088 -2.283
H -0.86658 0.54648 1.99047 -2.873 -1.617 3.928
H 1.65899 -0.28274 -2.81766 -0.440 0.185 0.662
H 0.86194 -1.57007 -1.75731 0.030 0.559 -0.074
H -2.95660 -1.59819 1.40917 0.846 -1.025 1.441
```
Positions in Å, forces in eV/Å.

## Properties
* charge: +1
* lowest unoccupied orbital energy (spin up / spin down): -4.0 / -8.4 eV
* molar mass: 221.6 g/mol
* highest occupied orbital energy (spin up / spin down): -12.00 / -14.12 eV
* energy above the lowest of the compared OMol25 structures with the same formula, charge and spin: 0.000 eV
* 2S+1: 3
* ⟨S²⟩: 2.026

Entry 5:
A single C2H3ClO2S molecule, computed with wB97M-V/def2-TZVPD.

Structure (XYZ):
```
9
Properties=species:S:1:pos:R:3:forces:R:3
C 0.67729 0.12656 -0.82143 -2.240 -0.534 0.542
C -0.27858 0.65069 0.20363 -0.204 0.478 -2.997
O -0.37554 -2.16387 0.46922 0.140 0.317 0.518
O 0.04462 0.62542 1.49082 0.071 -0.873 0.473
S -0.69932 -1.12192 -0.52968 -0.193 1.045 0.145
Cl -1.21028 2.10038 -0.22122 -0.035 -0.519 -0.075
H 0.51669 0.25360 -1.87861 0.577 0.944 -0.097
H 1.57806 -0.19555 -0.40357 1.589 -0.397 0.141
H -0.25293 -0.27532 1.69084 0.293 -0.463 1.350
```
Positions in Å, forces in eV/Å.

## Properties
* charge: 0
* lowest unoccupied orbital energy: 0.5 eV
* molar mass: 126.6 g/mol
* highest occupied orbital energy: -9.48 eV
* energy above the lowest of the compared OMol25 structures with the same formula, charge and spin: 1.645 eV